No. 1
Density functional theory data (ωB97M-V with the def2-TZVPD basis set) for C33H63MnN9PSe as an isolated structure in a non-equilibrium geometry.

Values from the calculation:
Spin multiplicity   2
E_HOMO (alpha / beta)   -9.34 / -9.36 eV
Total charge   +1

CARTESIAN COORDINATES (ANGSTROEM)
1 H 0.752 -3.673 -4.977
2 H -3.372 -1.327 2.987
3 H -2.055 -4.158 -2.862
4 H -3.814 5.522 2.459
5 H -3.027 4.660 4.633
6 H 4.535 3.571 -0.342
7 H 5.523 0.952 -0.940
8 H -0.970 -4.507 0.745
9 H -0.050 -4.566 -3.694
10 C -2.142 4.366 4.099
11 C -2.539 -2.086 -1.117
12 H 2.696 -1.337 3.068
13 H 4.804 1.285 3.520
14 C 2.874 -3.104 -1.077
15 C 0.726 -3.831 -3.896
16 H 1.898 3.845 3.391
17 H -4.450 0.378 -1.560
18 C -1.562 -3.622 0.527
19 H -1.635 -2.448 -3.845
20 H -4.535 -0.443 1.991
21 C 0.477 -2.477 -3.223
22 H -2.493 6.124 1.423
23 H -2.221 -1.196 -0.580
24 C 1.614 1.850 -3.267
25 H 4.975 -0.439 3.156
26 Se -0.100 4.205 0.625
27 H 0.850 -3.889 1.550
28 Mn 0.226 0.791 -0.364
29 C 1.146 3.057 3.433
30 N 1.788 0.840 0.555
31 C -2.554 0.821 0.991
32 C 3.704 3.099 0.181
33 N -1.990 4.585 2.744
34 H 5.402 0.778 1.934
35 H -0.740 1.095 2.732
36 H -1.007 -0.869 -3.319
37 C -0.783 4.135 2.326
38 C -0.312 1.963 -1.888
39 H 2.223 -5.580 -0.255
40 C 1.518 -3.249 0.981
41 C -1.060 2.743 -2.764
42 H -3.846 2.042 -1.580
43 P 0.190 -2.559 -1.370
44 H 1.254 -2.209 1.167
45 H -1.238 -2.811 1.179
46 H 2.414 0.105 4.056
47 H -0.887 3.698 -4.664
48 C 2.975 0.962 1.011
49 C -0.762 -1.801 -3.834
50 H 4.113 1.598 -1.795
51 H -0.725 3.445 5.512
52 H -2.600 -3.858 0.772
53 C 1.385 -5.086 -0.752
54 H 0.472 -5.496 -0.327
55 H -2.865 -4.802 -1.444
56 C 0.907 1.551 -2.105
57 C 1.519 -3.579 -0.527
58 H -4.880 2.786 0.336
59 H -1.770 0.884 4.165
60 C 0.927 2.642 -4.174
61 H -2.064 3.095 -2.572
62 H 2.623 -2.050 -3.456
63 N 3.352 0.471 2.225
64 N -0.189 3.627 3.432
65 H 1.420 -0.194 2.608
66 H 1.410 2.925 -5.101
67 H 2.526 -3.410 1.367
68 H 1.424 -5.361 -1.804
69 H -5.745 1.295 0.722
70 C -1.534 0.498 3.172
71 C -1.911 -4.423 -1.818
72 H -3.488 -2.423 -0.694
73 H 2.981 -2.020 -1.016
74 N 0.217 -1.063 -0.778
75 C 4.712 0.532 2.733
76 H -2.715 -1.815 -2.154
77 H 1.692 -0.689 -2.815
78 H 1.266 2.420 2.555
79 H -4.623 1.997 1.901
80 C -4.795 1.821 0.844
81 H -1.192 -5.238 -1.766
82 H 3.662 -3.553 -0.471
83 C -3.784 -0.336 2.767
84 C -3.668 1.040 -1.181
85 C -1.520 -3.221 -0.953
86 C 2.416 -0.281 3.033
87 C -0.390 3.082 -3.927
88 N -2.721 0.565 2.341
89 H 1.271 2.476 4.345
90 H 1.686 -4.257 -3.613
91 H 2.615 1.503 -3.488
92 C 4.434 1.033 -0.918
93 H 4.012 0.031 -0.998
94 C -2.945 5.240 1.870
95 H 1.556 -1.131 -4.503
96 H 2.776 3.290 -0.369
97 H 3.621 3.559 1.166
98 H -2.702 0.698 -1.537
99 H 3.038 -3.417 -2.104
100 N -3.695 1.062 0.268
101 H -1.181 -0.535 3.272
102 H -0.529 -1.551 -4.870
103 H -4.263 0.041 3.673
104 C -1.013 3.770 4.530
105 N -1.369 0.816 0.493
106 H -3.236 4.566 1.066
107 N 3.991 1.677 0.312
108 C 1.668 -1.537 -3.496

Atom charges from the Mulliken analysis, given in e for atoms 1 to 4: H 0.53; H 0.30; H 0.35; H 0.32

No. 2
Density functional theory data (ωB97M-V with the def2-TZVPD basis set) for a 8-piece molecular cluster, C32H54O21S3 overall in a non-equilibrium geometry.

Values from the calculation:
Relative energy (zero: lowest compared OMol25 entry of this formula, charge and spin)   0.000 eV
SMILES   C[C@H]1COC(=O)O1.C[C@H]1COC(=O)O1.C[C@H]1COC(=O)O1.C[C@H]1COC(=O)O1.C[C@H]1COC(=O)O1.O=S1(=O)CCCC1.O=S1(=O)CCCC1.O=S1(=O)CCCC1
E_HOMO   -10.40 eV
Total charge   0

CARTESIAN COORDINATES (ANGSTROEM)
1 H -1.894 -0.274 2.566
2 C 5.673 1.054 1.026
3 O -2.689 3.648 -5.936
4 H 1.539 -4.788 -4.558
5 C -1.675 -4.204 0.188
6 O -1.541 -5.312 -4.409
7 H -1.323 5.587 4.349
8 H -1.005 1.065 2.210
9 C -1.924 0.527 1.871
10 O 2.404 0.864 4.583
11 H -2.863 -7.157 -1.246
12 C -2.637 3.826 3.944
13 O 1.073 -3.338 5.510
14 C 4.690 -0.332 -0.496
15 C 2.918 1.757 3.610
16 H -1.204 -3.646 -0.379
17 C -0.550 2.592 -4.070
18 H -1.023 -3.005 -6.710
19 C 1.089 1.116 4.684
20 H -2.132 3.456 -2.768
21 O -2.481 4.443 0.554
22 C 1.034 -2.648 -4.442
23 O -0.258 -5.792 -1.266
24 C -2.692 -6.456 -0.375
25 C -2.170 0.138 0.345
26 H 2.555 3.818 5.542
27 O 5.857 1.633 2.118
28 H -1.861 3.249 4.218
29 H 3.484 4.628 4.186
30 H 1.508 -2.701 -5.277
31 H 1.680 3.217 2.518
32 H -1.366 1.692 -4.068
33 O 6.400 1.187 -0.049
34 H 2.906 -3.442 4.725
35 H -3.499 -4.306 1.046
36 H -4.214 6.161 3.348
37 H 3.885 1.932 4.207
38 H -2.969 -4.961 -1.988
39 H 0.253 2.050 -3.289
40 H -3.096 -6.942 0.377
41 H -3.358 -3.205 -0.354
42 C -0.405 -1.963 -4.836
43 H -0.566 5.571 -4.237
44 O -0.994 -4.063 5.527
45 C 1.973 2.973 3.579
46 C -3.266 6.439 4.047
47 C -1.325 4.914 -4.197
48 H 6.742 -0.346 -1.041
49 H -0.239 3.969 -2.366
50 O -0.917 5.229 -6.753
51 H -2.748 0.984 2.250
52 O -1.422 -0.935 -0.016
53 C 1.076 -1.958 2.322
54 C -2.379 4.450 1.750
55 H -0.259 -0.965 -5.235
56 H -1.550 -4.068 1.259
57 H 2.859 1.431 2.544
58 H 1.614 -2.205 -3.651
59 C 3.408 0.285 -1.239
60 S -0.592 -4.572 -5.206
61 H 6.016 0.894 -1.852
62 O -0.530 -6.370 1.061
63 C -1.692 1.167 -0.646
64 H 0.410 -4.049 -3.025
65 H 2.307 -1.706 4.637
66 S -1.133 -5.833 -0.116
67 H 1.808 -4.040 2.896
68 C -3.227 -4.059 0.096
69 O -2.905 3.547 2.543
70 H -2.214 5.357 -4.031
71 H -1.387 2.043 -0.167
72 O 0.855 2.360 4.172
73 C -0.382 -0.604 -0.790
74 O 4.728 0.180 0.786
75 C 5.922 0.347 -1.030
76 O -0.492 0.656 -1.130
77 S -1.361 4.220 -5.772
78 H 4.811 -1.502 -0.437
79 O -1.714 5.406 2.460
80 H -2.780 7.374 4.119
81 C 0.716 -4.107 -4.123
82 O -0.059 -3.700 3.656
83 H -3.618 6.228 5.101
84 O 0.524 -1.257 -1.226
85 C -0.108 -3.683 4.933
86 C -1.229 -3.041 -5.670
87 O 0.234 0.441 5.257
88 C -2.119 5.248 3.778
89 C -0.134 3.146 -5.436
90 H 0.836 3.659 -5.200
91 H 2.548 -0.231 -0.968
92 H -3.213 -0.198 0.325
93 C -1.117 3.740 -3.242
94 H 3.601 0.007 -2.348
95 H 0.002 2.272 -6.238
96 H 1.982 -1.862 1.732
97 H 3.378 1.336 -1.119
98 H -1.007 -1.611 -4.024
99 H 1.767 4.888 4.608
100 C -3.419 -5.271 -0.938
101 C 1.222 -3.188 3.267
102 H -2.556 1.334 -1.430
103 H -4.536 -5.588 -1.207
104 H -3.646 3.423 4.434
105 H 0.747 -1.002 2.798
106 H -2.182 -2.727 -5.357
107 C 1.976 -2.824 4.694
108 C 2.454 4.130 4.483
109 H 0.386 -2.093 1.506
110 O -0.023 -5.139 -6.409

Atom charges from the Mulliken analysis, given in e for atoms 1 to 4: H 0.63; C 0.64; O -0.67; H 0.46

No. 3
Density functional theory data (ωB97M-V with the def2-TZVPD basis set) for a 2-piece molecular cluster, C2H9NS3 overall.

Values from the calculation:
Relative energy (zero: lowest compared OMol25 entry of this formula, charge and spin)   0.300 eV
SMILES   NCCS.SS
E_HOMO   -9.12 eV
Total charge   0

CARTESIAN COORDINATES (ANGSTROEM)
1 H -3.882 0.051 2.202
2 C 0.186 -0.015 -0.390
3 H 0.406 0.380 0.612
4 N -0.713 0.933 -1.092
5 S -3.067 -0.377 1.210
6 S -1.430 -0.845 2.425
7 S 2.543 -1.237 -0.025
8 H -0.151 1.737 -1.362
9 H -1.345 1.320 -0.398
10 H 3.660 -1.346 -0.753
11 H -0.778 0.321 2.177
12 H 2.022 0.790 -1.097
13 H -0.319 -0.970 -0.310
14 H 1.347 -0.568 -2.098
15 C 1.521 -0.173 -1.101

Atom charges from the natural (NBO) analysis, given in e for atoms 1 to 4: H 0.13; C -0.23; H 0.16; N -0.82

Q: What is the total charge in the first record?
A: +1